Entry 1:
A molecular structure, C10H30KO10 in a non-equilibrium geometry, computed with ωB97M-V/def2-TZVPD.

Each line ends with the natural charge from an NBO analysis.
Cartesian coordinates (Å):
K: -1.3737 -1.0540 0.1122  0.997
C: -5.2751 -2.8927 -3.2224  -0.077
C: -4.6955 -2.3686 -4.5518  -0.083
O: -3.5785 -1.5453 -4.1899  -0.758
O: -4.4111 -3.8401 -2.6099  -0.742
H: -6.2020 -3.4199 -3.4485  0.175
H: -5.5066 -2.1229 -2.4862  0.163
H: -5.4202 -1.8764 -5.2004  0.183
H: -4.3040 -3.1941 -5.1462  0.182
H: -3.0643 -1.1782 -4.9127  0.481
H: -4.8546 -4.3841 -1.9550  0.476
C: 2.1599 1.6790 -6.0813  -0.095
C: 2.3532 1.0307 -4.6587  -0.084
O: 2.1150 -0.3833 -4.6639  -0.716
O: 0.7905 1.6000 -6.6039  -0.748
H: 2.8287 1.1085 -6.7257  0.172
H: 2.4452 2.7308 -6.1012  0.174
H: 1.7042 1.5964 -3.9902  0.156
H: 3.3952 1.2566 -4.4324  0.193
H: 1.2276 -0.5212 -5.0031  0.472
H: 0.8211 1.8893 -7.5188  0.477
C: 5.5537 0.1022 1.9068  -0.088
C: 6.5841 1.2740 2.1324  -0.103
O: 6.4155 1.9985 3.3679  -0.695
O: 4.3154 0.6526 1.6462  -0.722
H: 5.4543 -0.5054 2.8062  0.165
H: 5.7195 -0.5154 1.0241  0.189
H: 6.5541 1.9748 1.2980  0.169
H: 7.5962 0.8779 2.0497  0.192
H: 5.5132 2.3263 3.3694  0.446
H: 4.1356 1.3816 2.2444  0.448
C: -4.5847 5.6335 0.8737  -0.105
C: -3.5853 5.1736 -0.2240  -0.095
O: -2.4768 4.5153 0.3677  -0.722
O: -3.9239 6.6965 1.5951  -0.696
H: -4.9126 4.8606 1.5689  0.168
H: -5.4788 5.9745 0.3517  0.191
H: -3.3662 6.1060 -0.7442  0.176
H: -3.9660 4.5571 -1.0383  0.180
H: -2.2073 5.0477 1.1196  0.455
H: -3.3519 6.1991 2.1841  0.448
C: 1.3944 -5.1128 5.9770  -0.111
C: 0.5676 -5.3203 7.2485  -0.099
O: 0.6400 -4.1594 8.0519  -0.706
O: 0.7809 -4.3852 4.8903  -0.720
H: 1.7021 -6.0498 5.5129  0.189
H: 2.4004 -4.7902 6.2452  0.179
H: 0.9626 -6.1814 7.7874  0.197
H: -0.4867 -5.5289 7.0664  0.171
H: 0.3759 -3.4029 7.5232  0.450
H: 0.5196 -3.5106 5.1877  0.450

Its molecular weight is 349.4 g mol⁻¹. The calculation puts the energy relative to the best compared isomer or geometry (same formula, charge and spin) at 2.709 eV. As for the charge: +1. Its largest force on an atom is 0.0471 hartree/bohr. The calculation puts the HOMO energy at -12.099 eV. The value obtained for the total energy is -1750.991287 Ha.

Entry 2:
A molecular structure, C10H30MnO2P2Si in a non-equilibrium geometry, computed with ωB97M-V/def2-TZVPD.

Each line ends with the natural charge from an NBO analysis.
Cartesian coordinates (Å):
Mn: 0.4552 -0.0927 0.9139  0.746
Si: -2.3589 0.5444 0.3720  1.430
P: -0.4629 -2.3979 0.8238  0.959
P: 0.3970 2.3867 1.1628  0.957
H: 2.0248 -0.5916 1.2406  -0.479
C: 0.9073 -3.5276 1.1717  -0.943
H: 0.5660 -4.5567 1.0498  0.210
H: 1.2483 -3.3479 2.1915  0.252
H: 1.7344 -3.3012 0.4978  0.240
C: -1.0686 -2.9235 -0.8260  -0.946
H: -1.2328 -4.0130 -0.7914  0.222
H: -0.3073 -2.6826 -1.5855  0.227
H: -2.0071 -2.4098 -1.0896  0.254
C: -1.7655 -2.8915 1.9738  -0.950
H: -1.9516 -3.9706 1.9137  0.220
H: -2.7023 -2.3619 1.7766  0.265
H: -1.4462 -2.6380 2.9897  0.251
C: 2.0772 2.8718 1.6120  -0.945
H: 2.1124 3.9631 1.6308  0.208
H: 2.7499 2.4556 0.8585  0.241
H: 2.3035 2.4420 2.5911  0.249
C: 0.0811 3.2838 -0.4038  -0.947
H: 0.3428 4.3410 -0.2177  0.220
H: -0.9757 3.1914 -0.7136  0.251
H: 0.7349 2.8452 -1.1782  0.236
C: -0.6540 3.2283 2.3757  -0.946
H: -0.3950 4.2914 2.4446  0.219
H: -0.4984 2.7627 3.3534  0.250
H: -1.7166 3.1437 2.1290  0.261
C: -2.3046 0.6302 -1.5594  -1.108
H: -2.0644 -0.2488 -2.1474  0.216
H: -1.7802 1.4452 -2.0459  0.218
H: -3.3475 0.8190 -1.7958  0.228
H: -3.2061 -0.6762 0.4629  -0.258
H: -2.8494 1.9487 0.5634  -0.250
C: 1.4876 -0.1988 -1.8984  0.602
O: 0.5522 0.1616 -1.1147  -0.620
C: 2.4572 -1.2418 -1.5111  -0.751
H: 3.3182 -1.0906 -2.1502  0.220
H: 2.0556 -2.2402 -1.6855  0.244
H: 2.7711 -1.1100 -0.4797  0.295
C: 1.4948 0.2766 -3.3283  -0.723
H: 2.4421 0.7623 -3.5883  0.238
H: 0.6764 0.9837 -3.5562  0.242
H: 1.4656 -0.5522 -4.0642  0.243
O: -1.3604 0.2868 1.6320  -1.246

Its multiplicity is 4. Its molecular weight is 327.3 g mol⁻¹. As for the charge: 0. Its largest force on an atom is 0.0748 hartree/bohr. The calculation puts the HOMO energy (spin up / spin down) at -7.061 / -6.032 eV. The value obtained for the total energy is -2672.637113 Ha.

Entry 3:
10 unconnected molecules or ions with the total composition C10H30N10O20 in a non-equilibrium geometry, computed with ωB97M-V/def2-TZVPD.

Each line ends with the natural charge from an NBO analysis.
Cartesian coordinates (Å):
C: 6.3094 3.5472 0.8185  -0.481
N: 6.5890 4.0847 2.1771  0.528
O: 6.9514 3.2985 2.9816  -0.357
O: 6.3483 5.2783 2.4935  -0.405
H: 7.3443 3.6347 0.4876  0.238
H: 5.6735 4.1704 0.1898  0.237
H: 5.9201 2.5356 0.9333  0.240
C: -4.9804 -6.4782 0.1452  -0.495
N: -4.0100 -5.3796 -0.0977  0.515
O: -2.8920 -5.5068 0.4532  -0.388
O: -4.2629 -4.4552 -0.8592  -0.354
H: -4.4108 -7.3795 0.3719  0.243
H: -5.6129 -6.5773 -0.7370  0.235
H: -5.6600 -6.3813 0.9919  0.244
C: -1.9303 -3.0414 5.0685  -0.497
N: -1.2670 -1.7425 5.2491  0.531
O: -1.9282 -0.8882 5.7639  -0.366
O: -0.1496 -1.5449 4.8116  -0.380
H: -2.0096 -3.4530 4.0623  0.242
H: -2.9457 -2.8658 5.4238  0.236
H: -1.3684 -3.7682 5.6551  0.235
C: -1.5932 4.0004 2.9593  -0.486
N: -0.1550 4.2249 3.2302  0.524
O: 0.1168 5.0794 4.0003  -0.339
O: 0.6332 3.2967 2.9674  -0.403
H: -2.0050 3.4757 3.8214  0.247
H: -1.6776 3.3163 2.1149  0.227
H: -2.1040 4.9248 2.6899  0.231
C: 8.3188 -1.1360 1.9372  -0.473
N: 9.4307 -0.3232 1.2865  0.513
O: 9.1496 0.2547 0.2353  -0.384
O: 10.6085 -0.3112 1.6814  -0.370
H: 8.4725 -2.1631 1.6062  0.237
H: 7.3714 -0.6943 1.6284  0.241
H: 8.4628 -1.0568 3.0148  0.236
C: -0.0441 -0.2840 -0.2523  -0.480
N: 1.3526 0.3241 -0.4746  0.533
O: 1.3556 1.1397 -1.4073  -0.403
O: 2.3410 -0.0576 0.1092  -0.352
H: -0.6322 0.5937 0.0156  0.233
H: -0.0038 -0.9433 0.6148  0.225
H: -0.4069 -0.7930 -1.1453  0.245
C: 6.2507 -3.1393 -3.4702  -0.511
N: 5.8853 -3.3450 -4.9533  0.547
O: 6.5994 -4.1176 -5.5247  -0.356
O: 4.9909 -2.6320 -5.3738  -0.369
H: 5.4271 -3.0246 -2.7655  0.231
H: 7.0443 -2.3953 -3.4009  0.237
H: 6.6835 -4.0503 -3.0567  0.221
C: -5.7225 -0.9784 -4.4912  -0.486
N: -4.2343 -1.1472 -4.6920  0.515
O: -3.5983 -0.3365 -3.9879  -0.362
O: -3.8854 -1.9262 -5.6314  -0.370
H: -6.1446 -1.2353 -5.4628  0.230
H: -5.9131 0.0483 -4.1785  0.239
H: -6.1299 -1.7476 -3.8351  0.233
C: -8.1132 1.6818 0.9964  -0.491
N: -6.8936 1.3546 1.7787  0.533
O: -5.7931 1.6219 1.3248  -0.378
O: -7.0929 0.7287 2.7880  -0.369
H: -8.9411 2.0554 1.5990  0.238
H: -8.3134 0.7938 0.3968  0.237
H: -7.8479 2.5048 0.3327  0.230
C: -1.4437 4.1610 -3.6259  -0.488
N: -2.9305 4.1137 -3.5968  0.529
O: -3.5988 3.9101 -4.5856  -0.381
O: -3.4896 4.4045 -2.5576  -0.393
H: -1.0006 3.3211 -4.1611  0.252
H: -1.2247 4.4156 -2.5889  0.246
H: -1.2705 5.0045 -4.2942  0.235

Its molecular weight is 610.4 g mol⁻¹. The calculation puts the energy relative to the best compared isomer or geometry (same formula, charge and spin) at 3.837 eV. The SMILES is C[N+](=O)[O-].C[N+](=O)[O-].C[N+](=O)[O-].C[N+](=O)[O-].C[N+](=O)[O-].C[N+](=O)[O-].C[N+](=O)[O-].C[N+](=O)[O-].C[N+](=O)[O-].C[N+](=O)[O-]. As for the charge: 0. Its largest force on an atom is 0.0892 hartree/bohr. The calculation puts the HOMO energy at -10.617 eV. The value obtained for the total energy is -2450.308982 Ha.

Entry 4:
5 unconnected molecules or ions with the total composition C10H30O5 in a non-equilibrium geometry, computed with ωB97M-V/def2-TZVPD.

Each line ends with the natural charge from an NBO analysis.
Cartesian coordinates (Å):
C: -4.0731 1.6948 3.5405  -0.629
C: -2.9634 1.1115 2.6955  -0.058
O: -3.4434 0.7607 1.3768  -0.743
H: -4.5866 2.5438 3.0862  0.212
H: -3.5992 2.1060 4.4362  0.208
H: -4.8312 0.9495 3.7706  0.211
H: -2.5554 0.1915 3.1281  0.166
H: -2.1210 1.8026 2.5632  0.153
H: -2.7391 0.1976 1.0231  0.477
C: 3.9412 0.8773 -2.1675  -0.636
C: 4.0813 1.9375 -1.0666  -0.063
O: 3.9552 1.3529 0.2204  -0.729
H: 4.4584 -0.0558 -1.9556  0.210
H: 4.2413 1.2277 -3.1551  0.212
H: 2.8672 0.6823 -2.2148  0.204
H: 3.2595 2.6443 -1.1755  0.171
H: 4.9869 2.5443 -1.1468  0.158
H: 4.8000 0.9453 0.4408  0.473
C: -2.8352 -0.0246 -4.3334  -0.633
C: -3.7134 -1.2621 -4.2842  -0.062
O: -4.9481 -1.0996 -4.9804  -0.731
H: -1.8624 -0.3494 -3.9507  0.204
H: -3.2365 0.8421 -3.8101  0.209
H: -2.6277 0.3502 -5.3401  0.211
H: -3.8853 -1.4853 -3.2281  0.160
H: -3.2288 -2.1030 -4.7780  0.172
H: -5.6617 -0.8874 -4.3756  0.469
C: 2.6635 -1.9528 3.4704  -0.630
C: 3.0068 -0.6686 2.7197  -0.066
O: 4.4389 -0.4765 2.8966  -0.746
H: 1.6976 -2.2939 3.0738  0.205
H: 2.5969 -1.8608 4.5533  0.209
H: 3.3981 -2.7282 3.2649  0.220
H: 2.4957 0.2471 3.0190  0.172
H: 2.8583 -0.8383 1.6474  0.169
H: 4.5896 0.3809 3.3023  0.469
C: -0.2788 -0.6462 -1.1850  -0.638
C: -0.1314 -1.2864 0.1818  -0.066
O: -0.5097 -0.3319 1.1978  -0.748
H: 0.0240 -1.3081 -2.0018  0.213
H: 0.3839 0.2148 -1.2366  0.211
H: -1.3473 -0.4705 -1.3096  0.216
H: 0.9107 -1.5559 0.4030  0.160
H: -0.7068 -2.1918 0.3723  0.182
H: 0.2302 0.2724 1.3119  0.472

Its molecular weight is 230.3 g mol⁻¹. The calculation puts the energy relative to the best compared isomer or geometry (same formula, charge and spin) at 0.989 eV. The SMILES is CCO.CCO.CCO.CCO.CCO. As for the charge: 0. Its largest force on an atom is 0.0337 hartree/bohr. The calculation puts the HOMO energy at -9.776 eV. The value obtained for the total energy is -775.124193 Ha.